Molecular formula: C37H74O15
Method: DFT, ωB97M-V/def2-TZVPD

The geometry in XYZ format:
```
126
Properties=species:S:1:pos:R:3:forces:R:3
O -2.236794 1.786476 2.348619 2.43 1.39 -0.46
C -1.090794 2.313476 2.441619 -4.54 -4.28 2.77
O -0.734794 3.322476 1.766619 2.10 2.17 -0.37
C -1.657794 3.869476 0.816619 4.62 -1.83 -4.15
C -1.098794 5.123476 0.198619 -1.18 0.93 0.55
C -0.124794 1.670476 3.405619 0.21 0.80 1.11
H -2.358794 4.116476 1.353619 -8.06 2.18 5.09
H -1.914794 3.085476 0.092619 -0.41 0.43 0.32
H -0.811794 5.829476 1.117619 0.11 -1.34 -2.58
H -1.905794 5.623476 -0.427381 0.61 -0.46 1.13
H -0.433794 4.741476 -0.588381 0.29 1.72 1.11
H 0.550206 1.137476 2.761619 0.35 -0.84 0.07
H -0.582794 1.088476 4.258619 0.03 0.23 -1.67
H 0.500206 2.370476 3.955619 0.11 0.56 -0.33
O -1.290794 1.089476 -0.837381 0.27 0.01 0.97
C -0.300794 1.337476 -0.221381 4.00 -1.34 1.19
O 0.473206 0.323476 0.538619 -1.34 3.57 -1.70
C -0.131794 -0.937524 0.680619 4.77 -2.06 -0.20
C 0.619206 -1.765524 1.797619 -0.64 1.65 2.09
C 0.473206 2.705476 -0.373381 -0.03 -3.73 -0.68
H -0.144794 -1.464524 -0.289381 0.28 0.03 0.25
H -1.053794 -0.856524 1.024619 -1.12 0.79 0.11
H 0.500206 -1.316524 2.912619 0.85 -0.08 -2.71
H 1.597206 -1.968524 1.458619 1.56 0.26 0.21
H 0.186206 -2.728524 2.066619 0.49 0.84 -0.78
H -0.229794 3.414476 -0.028381 1.03 -0.38 -1.70
H 0.751206 2.587476 -1.452381 -0.13 1.03 0.91
H 1.306206 2.800476 0.295619 0.67 -0.37 0.00
O -2.733794 -3.561524 6.996619 1.83 3.35 -3.03
C -2.235794 -2.743524 6.170619 -2.60 -0.94 3.56
O -2.058794 -1.360524 6.483619 0.15 -2.35 -2.63
C -2.745794 -0.799524 7.547619 0.23 0.44 3.07
C -2.321794 0.695476 7.690619 -0.12 -1.17 0.39
C -1.712794 -3.118524 4.806619 -0.03 -0.52 2.48
H -2.483794 -1.431524 8.441619 -0.51 0.86 -0.47
H -3.815794 -0.744524 7.459619 -0.64 -0.78 -0.54
H -2.640794 1.099476 6.708619 1.18 0.24 0.33
H -1.209794 0.616476 7.979619 -1.70 1.18 -0.71
H -3.004794 1.267476 8.412619 1.35 -1.11 -0.54
H -2.096794 -4.138524 4.591619 1.31 0.38 0.35
H -0.665794 -2.839524 5.039619 0.09 -1.10 -1.17
H -2.073794 -2.525524 4.030619 -0.44 1.24 -0.73
O 6.986206 -1.538524 1.312619 -0.50 -1.44 -0.72
C 6.964206 -2.736524 1.018619 -0.15 2.44 0.67
O 6.006206 -3.290524 0.261619 1.73 -1.71 1.91
C 4.931206 -2.472524 -0.191381 -0.98 -4.24 0.81
C 4.062206 -3.422524 -0.954381 3.22 -0.20 -1.99
C 8.049206 -3.624524 1.549619 0.74 -2.08 0.24
H 5.489206 -1.853524 -0.697381 1.55 4.28 -3.45
H 4.450206 -2.021524 0.592619 -1.08 1.19 2.13
H 3.735206 -4.291524 -0.422381 0.69 -0.86 0.18
H 4.528206 -3.517524 -2.005381 -0.34 -0.96 1.72
H 3.187206 -3.045524 -1.240381 -3.75 2.33 -0.75
H 8.894206 -3.788524 0.683619 -2.11 0.11 2.51
H 7.565206 -4.577524 1.990619 0.90 0.87 -1.61
H 8.433206 -3.225524 2.533619 0.08 0.31 -1.65
C 2.568206 5.927476 0.363619 2.11 -2.26 1.16
C 1.980206 6.950476 -0.503381 1.66 4.44 -2.73
O 2.559206 8.088476 -0.615381 -2.43 -3.99 0.53
C 0.734206 6.646476 -1.390381 4.24 -1.26 -2.73
H 3.549206 6.241476 0.802619 -1.23 0.75 0.09
H 3.130206 5.020476 -0.202381 -2.54 1.36 0.91
H 1.814206 5.718476 1.208619 1.29 -0.55 -1.35
H 0.587206 5.571476 -1.709381 0.48 1.59 0.37
H 0.620206 7.334476 -2.259381 1.59 -0.65 -0.19
H -0.076794 7.055476 -1.029381 -4.49 1.18 3.25
C -1.044794 -4.944524 -0.629381 -0.72 -2.70 3.72
C 0.132206 -5.114524 0.252619 7.09 -2.34 -3.34
O 1.352206 -5.047524 -0.428381 -6.83 0.29 4.08
C 0.139206 -5.676524 1.698619 0.38 -2.70 -1.60
H -2.167794 -5.511524 -0.289381 3.51 0.68 -0.19
H -0.939794 -5.298524 -1.555381 1.11 -1.47 -3.75
H -1.453794 -3.898524 -0.709381 5.62 -0.57 -0.68
H -0.370794 -6.897524 1.705619 2.02 3.71 -0.09
H -0.537794 -5.053524 2.198619 -0.69 -0.21 1.23
H 1.184206 -5.512524 2.122619 -1.38 -0.93 -0.61
C -2.692794 -3.072524 -0.344381 -0.43 -1.03 -0.30
C -2.056794 -2.820524 0.974619 2.57 -0.15 2.88
O -1.104794 -3.527524 1.527619 -6.80 2.72 -3.00
C -2.467794 -1.489524 1.671619 -4.25 -1.41 0.17
H -2.232794 -4.239524 -0.659381 -6.67 2.92 1.12
H -2.029794 -2.462524 -0.967381 -0.69 0.63 -0.66
H -3.749794 -2.976524 -0.545381 -0.16 0.95 0.47
H -3.607794 -1.645524 1.639619 1.16 0.85 -0.12
H -2.146794 -0.483524 1.231619 -2.68 -1.62 1.11
H -2.303794 -1.582524 2.734619 0.75 0.64 -0.05
C -3.368794 0.121476 -2.338381 -4.62 -1.56 2.94
C -4.583794 -0.234524 -1.461381 -4.19 -4.16 -0.61
O -5.431794 -1.293524 -1.684381 5.32 6.41 1.37
C -4.813794 0.793476 -0.303381 -1.87 -2.99 -1.26
H -2.608794 0.455476 -1.797381 2.69 0.49 2.94
H -3.550794 1.020476 -2.740381 -1.41 3.03 -2.73
H -3.013794 -0.623524 -2.877381 0.92 -3.27 -3.15
H -3.955794 0.762476 0.339619 -0.23 -1.18 1.77
H -5.892794 0.997476 -0.040381 1.43 -1.09 0.61
H -4.498794 1.691476 -0.610381 0.84 3.86 -2.43
C 0.970206 -3.135524 -3.292381 -2.78 -1.75 -7.74
C -0.316794 -2.512524 -3.785381 0.19 -0.21 1.67
O -1.282794 -3.202524 -4.068381 0.64 0.97 -0.11
C -0.384794 -1.002524 -3.703381 -4.97 -1.35 3.73
H 0.797206 -4.165524 -3.299381 -0.05 -1.75 0.07
H 1.206206 -2.859524 -2.433381 2.09 2.78 7.66
H 1.765206 -2.924524 -3.974381 0.67 0.33 -0.43
H -1.275794 -0.709524 -4.167381 -1.33 0.38 -1.34
H 0.329206 -0.435524 -4.010381 5.12 2.75 -2.57
H -0.585794 -0.413524 -2.699381 0.54 -2.21 -0.89
C 4.230206 0.175476 -4.677381 2.70 -4.53 -3.09
C 3.145206 0.318476 -3.771381 -1.93 -1.88 4.84
O 2.829206 -0.601524 -2.933381 0.92 3.05 -3.19
C 2.506206 1.654476 -3.675381 3.11 2.88 -2.59
H 4.404206 -1.005524 -4.800381 -0.09 2.44 0.59
H 5.203206 0.587476 -4.406381 -0.26 0.19 0.58
H 4.135206 0.431476 -5.741381 -0.72 0.65 0.43
H 1.690206 1.680476 -3.131381 -3.59 -0.45 3.85
H 1.938206 1.933476 -4.614381 1.67 0.10 0.11
H 3.249206 2.550476 -3.256381 -1.79 -2.42 -1.55
C -1.629794 3.458476 -3.252381 5.77 -2.30 -4.23
C -1.862794 3.951476 -4.766381 4.58 2.05 -0.40
O -0.917794 4.649476 -5.349381 -4.81 -3.45 2.89
C -3.150794 3.576476 -5.427381 0.87 3.16 5.89
H -2.380794 3.539476 -2.640381 -4.69 0.61 3.06
H -0.795794 4.071476 -2.866381 -0.26 -0.37 -0.24
H -1.277794 2.266476 -3.110381 -0.89 3.14 -0.92
H -3.263794 2.616476 -5.574381 -0.92 -5.02 -0.25
H -3.262794 4.067476 -6.227381 0.31 3.22 -7.11
H -3.993794 4.140476 -4.990381 0.04 -1.09 1.28
```
Forces are in eV/Å.

Values from the calculation:
E_LUMO (eV): -0.12
Charge: 0
Energy (Eh): -2581.827806
Relative energy (zero: lowest compared OMol25 entry of this formula, charge and spin) (kcal/mol): 246.8
Frontier orbital gap (Eh): 0.322